A 5-piece molecular cluster, C26H66N4O10 overall at a distorted geometry, computed with the ωB97M-V functional and the def2-TZVPD basis.

## Properties
LUMO energy: 0.0188 Eh
Frontier orbital gap: 9.153 eV
SMILES: COCCNCCOC.COCCNCCOC.COCCNCCOC.COCCNCCOC.OCCO
Energy above the lowest of the compared OMol25 structures with the same formula, charge and spin: 1071.8 kJ/mol
Charge: 0
F_max: 0.2273 hartree/bohr

Atoms and positions in Å:
O: 0.87 1.19 3.96
O: 2.37 -6.97 3.51
O: -3.02 -0.58 -0.58
O: -1.24 3.09 -1.82
O: -1.34 -4.08 -3.85
O: -3.65 5.58 4.34
O: 2.71 1.01 -0.18
O: 4.26 -2.38 -0.60
O: 1.10 4.04 -1.15
O: 2.47 0.47 -2.80
N: -0.92 -0.91 -2.28
N: 2.80 -4.13 1.17
N: -2.98 4.39 1.01
N: -2.50 1.55 2.27
C: 3.32 0.51 -3.92
C: -2.03 3.14 -0.87
C: 0.35 -0.23 -1.91
C: -1.59 2.19 -2.88
C: -3.31 0.07 0.42
C: -4.33 6.78 4.10
C: -2.67 5.11 2.17
C: 1.97 2.21 -0.01
C: -0.12 -4.44 -4.48
C: -1.27 1.98 2.94
C: -1.48 -2.91 -3.52
C: -2.27 0.32 1.54
C: -1.83 4.19 0.17
C: -0.74 -2.35 -2.37
C: 1.29 -0.19 -3.09
C: 4.77 -1.11 -0.52
C: 3.01 -2.46 -0.56
C: -3.70 4.72 3.20
C: -3.96 -0.69 -1.63
C: 1.56 0.55 2.95
C: 2.17 3.16 -1.04
C: 2.93 -5.74 2.94
C: 2.40 -3.77 -0.22
C: 2.98 -8.12 3.05
C: 2.36 -5.46 1.62
C: -0.60 0.99 3.89
H: -1.33 0.37 1.01
H: 0.01 0.73 -1.57
H: 1.05 0.01 2.19
H: -0.55 2.26 2.13
H: 2.30 2.65 -1.94
H: 2.33 1.21 2.54
H: 5.72 -1.14 -1.01
H: 1.33 -3.67 -0.31
H: -4.74 -1.41 -1.45
H: 2.79 -6.12 0.92
H: 2.65 -2.21 -1.56
H: -2.52 -2.82 -3.29
H: -5.36 6.59 3.79
H: 0.82 -0.73 -1.09
H: -1.55 -2.28 -4.45
H: 0.31 3.55 -1.42
H: 2.58 -8.34 2.09
H: 2.13 -0.21 3.42
H: -1.20 -2.79 -1.43
H: -2.37 -0.59 2.11
H: 4.21 1.06 -3.72
H: 3.77 -4.07 1.27
H: 2.29 2.65 0.96
H: -1.91 2.19 -0.34
H: 3.62 -0.47 -4.28
H: -3.87 7.46 3.33
H: -4.18 -0.40 0.85
H: 2.68 -4.63 -0.85
H: -3.60 1.06 0.13
H: -3.63 4.96 0.43
H: 2.53 -1.77 0.12
H: -2.80 2.35 1.71
H: -1.09 1.00 4.81
H: -1.59 5.11 -0.38
H: 2.60 -5.03 3.63
H: -3.53 -1.09 -2.57
H: 0.92 1.99 0.06
H: 1.53 -1.21 -3.46
H: 2.84 1.03 -4.78
H: -2.74 6.22 1.96
H: -4.36 7.39 5.00
H: -0.86 3.94 0.65
H: -2.33 1.42 -2.53
H: 4.69 -0.51 0.42
H: 3.15 3.66 -0.97
H: 0.09 -3.79 -5.30
H: 0.33 -2.62 -2.42
H: 1.29 -5.38 1.65
H: 0.79 0.29 -3.98
H: -0.78 -0.08 3.59
H: -4.35 0.29 -1.79
H: -3.46 3.71 3.44
H: -3.02 3.24 -1.17
H: 2.61 0.63 -1.03
H: 4.07 -8.06 3.04
H: 4.00 -5.72 3.00
H: 0.69 -4.29 -3.77
H: -1.62 4.91 2.51
H: 4.36 -0.49 -1.32
H: 0.04 -5.48 -4.86
H: -1.50 2.92 3.42
H: -2.04 2.81 -3.60
H: -0.70 1.82 -3.36
H: -4.71 4.73 2.79
H: -1.69 -0.70 -1.59
H: 2.69 -8.86 3.72

C26H68CuO26PbS8 as an isolated structure at a distorted geometry, computed with the ωB97M-V functional and the def2-TZVPD basis.

## Properties
LUMO energy (alpha / beta): -0.2657 / -0.2987 Eh
Frontier orbital gap (alpha / beta): 7.595 / 6.698 eV
⟨S²⟩: 0.763
Energy above the lowest of the compared OMol25 structures with the same formula, charge and spin: 0.0 kJ/mol
Charge: +2
F_max: 0.0767 hartree/bohr
2S+1: 2

Atoms and positions in Å:
Pb: 0.86 -3.11 0.53
Cu: 1.86 -0.71 -1.84
S: 2.04 6.32 2.57
S: -5.11 1.71 1.72
S: 2.85 -1.29 3.29
S: -2.10 -2.34 2.91
S: 4.88 0.72 -3.29
S: -3.94 -0.35 -3.68
S: -0.12 4.06 -4.76
S: -1.18 -5.11 -2.08
O: -4.94 0.35 -2.91
O: 1.42 1.39 -1.30
O: -1.55 -1.56 4.00
O: -0.03 -6.07 -2.75
O: -2.66 -3.74 3.49
O: -4.10 -0.44 -5.09
O: 0.02 -1.15 -0.73
O: -1.33 3.32 -4.42
O: 5.26 2.25 -2.80
O: 3.41 -2.74 3.84
O: -0.13 5.29 -5.49
O: 3.62 0.28 -2.70
O: -3.53 2.11 1.67
O: -5.36 1.06 2.98
O: 1.87 4.80 3.20
O: 5.01 0.61 -4.71
O: -1.18 -2.63 1.83
O: 2.38 7.21 3.62
O: -5.39 1.07 0.45
O: 2.59 -0.39 4.40
O: 2.92 6.25 1.43
O: -0.54 -3.94 -1.46
O: 1.86 -1.47 2.23
O: 0.93 3.04 -5.55
O: -3.77 -1.86 -3.00
O: -2.09 -5.92 -1.38
C: -2.82 -4.65 5.69
C: -5.81 3.35 1.63
C: 4.06 3.71 -1.14
C: 1.77 -6.83 -4.12
C: 4.34 -0.55 2.48
C: 1.29 1.81 -4.96
C: 1.91 2.39 2.90
C: -1.88 -4.55 -3.64
C: 0.16 1.42 -0.65
C: 1.88 3.75 2.25
C: -3.47 -3.68 4.69
C: 2.43 -3.46 5.95
C: 0.86 4.29 -3.26
C: -2.28 0.27 -3.27
C: -0.32 0.07 -0.07
C: 0.22 6.52 2.04
C: -5.11 -2.62 -1.20
C: -3.83 -1.90 -1.57
C: -2.21 3.45 3.32
C: 1.16 -5.64 -3.42
C: 4.99 2.55 -1.43
C: 2.41 -3.60 4.42
C: 2.16 1.10 -6.01
C: 6.20 -0.32 -2.49
C: -3.62 -1.49 2.30
C: -2.70 2.09 2.84
H: -5.41 -2.55 -0.15
H: -1.50 -0.47 -3.16
H: -2.91 -5.70 5.40
H: -1.81 1.51 2.57
H: 0.03 -0.06 0.97
H: 0.51 5.09 -2.61
H: 0.88 3.33 -2.76
H: 3.00 1.77 -6.21
H: -3.71 -0.93 -1.09
H: -1.39 0.12 0.14
H: 1.92 1.66 2.08
H: 0.96 3.73 1.65
H: 4.54 1.67 -0.95
H: -4.94 -3.70 -1.27
H: 0.11 2.23 0.09
H: 3.33 -3.97 6.30
H: 6.14 -0.34 -1.41
H: -5.57 3.82 2.59
H: -4.15 -1.10 3.17
H: 2.26 -2.43 6.26
H: 1.03 2.10 3.49
H: 2.78 -4.61 4.23
H: 2.83 -6.69 -4.34
H: 1.32 -6.88 -5.12
H: 4.61 4.65 -1.02
H: 6.05 -1.32 -2.91
H: 4.76 -1.30 1.82
H: -1.17 -3.97 -4.22
H: -2.15 1.04 -4.04
H: 0.84 -4.94 -4.20
H: -2.69 -3.86 -3.40
H: -5.38 3.94 0.83
H: 3.50 3.54 -0.22
H: -3.43 -2.72 5.19
H: -2.41 0.80 -2.33
H: -3.04 -2.55 -1.19
H: 1.94 1.98 -4.09
H: -1.83 4.08 2.51
H: 2.47 0.11 -5.68
H: 1.87 4.52 -3.61
H: -5.94 -2.24 -1.78
H: -2.92 4.00 3.93
H: -1.75 -4.49 5.82
H: -6.90 3.27 1.63
H: -0.51 1.70 -1.47
H: -1.34 3.33 3.97
H: -4.33 -2.16 1.82
H: 7.16 -0.04 -2.93
H: 1.78 -5.06 -2.73
H: 3.45 3.85 -2.03
H: 1.61 -7.83 -3.73
H: 2.81 3.75 1.66
H: 0.51 1.17 -4.55
H: 0.02 7.56 1.79
H: 5.97 2.76 -1.00
H: 1.38 -3.51 4.07
H: 5.12 -0.38 3.22
H: -2.38 -5.37 -4.16
H: -0.31 6.11 2.89
H: 0.04 5.93 1.15
H: 3.90 0.35 2.08
H: 2.84 2.23 3.44
H: 1.79 -4.12 6.55
H: -3.32 -4.66 6.66
H: -4.47 -4.04 4.49
H: 1.57 0.99 -6.92
H: -3.20 1.47 3.58
H: -3.27 -0.63 1.74

C26H68F6N5O12S2Sr as an isolated structure at a distorted geometry, computed with the ωB97M-V functional and the def2-TZVPD basis.

## Properties
LUMO energy: -0.1305 Eh
Frontier orbital gap: 6.865 eV
Energy above the lowest of the compared OMol25 structures with the same formula, charge and spin: 0.0 kJ/mol
Charge: +1
F_max: 0.0805 hartree/bohr

Atoms and positions in Å:
Sr: -2.80 -0.62 -3.15
S: -1.14 2.38 -1.95
S: -2.32 0.83 -0.12
F: -0.82 -1.12 0.90
F: 1.13 1.20 -2.41
F: 0.29 0.66 0.46
F: 0.83 2.92 -3.68
F: -0.19 1.08 -4.11
F: -1.06 0.59 2.11
O: 1.74 -2.27 7.11
O: -0.70 -2.18 -3.76
O: -1.98 3.14 -2.85
O: -0.55 3.01 -0.79
O: -5.35 -0.92 -2.06
O: 4.88 -0.64 -4.15
O: 1.15 4.55 0.64
O: 5.98 -2.51 0.22
O: -2.69 2.03 0.58
O: 2.30 3.55 3.08
O: -3.28 -0.25 -0.13
O: -2.67 2.52 4.62
N: -1.70 0.91 -1.74
N: -2.75 -2.80 -1.76
N: 3.30 -1.18 -1.87
N: -1.09 -1.55 6.81
N: -4.62 1.43 -3.50
C: 7.03 -3.43 -0.03
C: 3.61 3.09 2.81
C: -1.14 -4.12 -0.56
C: -2.76 3.96 4.63
C: -5.41 1.50 -2.23
C: 4.20 -1.31 -5.21
C: 0.26 1.89 -3.14
C: -0.30 -2.17 5.73
C: -1.29 -3.04 -1.62
C: 3.50 1.61 2.41
C: 1.17 -1.75 5.93
C: -0.83 -1.77 4.36
C: 3.04 -1.79 0.49
C: -0.04 -2.26 -5.01
C: -0.75 -3.41 -2.99
C: 2.09 -3.65 6.98
C: 5.12 -2.44 -0.87
C: -6.32 2.74 -2.28
C: -6.22 0.20 -2.08
C: 4.02 -1.41 -0.62
C: -1.88 4.56 3.54
C: -0.85 0.20 0.90
C: 1.32 5.85 0.07
C: -6.10 -2.13 -1.89
C: 0.63 6.07 -1.25
C: 3.14 -0.40 -5.79
H: 6.59 -4.44 0.00
H: 2.93 -2.10 -2.13
H: -0.81 4.40 3.63
H: -6.97 2.71 -3.16
H: -3.13 -2.36 -0.92
H: -1.79 -2.27 4.25
H: 2.83 -3.80 6.19
H: 2.49 -0.58 -1.79
H: -2.45 4.19 5.65
H: -3.79 4.25 4.42
H: 1.15 -0.66 5.98
H: 0.91 6.55 0.80
H: 1.84 3.85 2.29
H: 0.98 -2.65 -4.97
H: -0.01 -1.24 -5.40
H: 2.53 -0.98 -6.50
H: 7.43 -3.36 -1.05
H: 4.45 1.15 2.10
H: 2.28 -1.04 0.66
H: 0.69 5.21 -1.92
H: -6.89 0.35 -1.23
H: 3.42 -2.03 1.49
H: -0.89 -0.68 4.32
H: 0.34 4.16 0.27
H: 1.82 -1.96 5.07
H: -4.45 2.32 -3.94
H: -3.54 2.13 4.71
H: 2.36 -0.15 -5.07
H: 2.45 -3.93 7.97
H: -6.68 -2.01 -0.98
H: 0.84 7.04 -1.68
H: -0.44 6.02 -0.98
H: 3.81 -2.27 -4.84
H: -2.12 5.60 3.33
H: -7.03 2.59 -1.47
H: -0.56 -2.71 -5.86
H: 5.01 -1.64 -5.87
H: 0.31 -3.71 -3.02
H: -6.82 -2.18 -2.73
H: -0.23 -2.05 3.49
H: 4.23 3.13 3.70
H: -0.07 -4.35 -0.47
H: -0.95 -0.55 6.77
H: 4.71 -3.44 -1.10
H: 2.56 -2.75 0.24
H: 7.84 -3.26 0.68
H: 3.20 0.98 3.26
H: -1.67 -5.05 -0.77
H: -5.78 3.68 -2.22
H: 3.97 3.62 1.92
H: 3.55 0.50 -6.26
H: -2.20 4.00 2.65
H: 4.32 -0.73 -3.34
H: 5.62 -2.10 -1.79
H: -5.25 0.88 -4.08
H: -1.34 -4.19 -3.48
H: 2.82 1.43 1.58
H: -5.55 -3.06 -1.97
H: -0.60 -1.81 7.67
H: -3.21 -3.71 -1.83
H: -0.84 -2.08 -1.37
H: 4.54 -0.49 -0.33
H: -4.75 1.45 -1.37
H: 2.41 5.98 -0.01
H: 1.21 -4.24 6.73
H: -0.41 -3.25 5.87
H: -6.83 0.10 -2.99
H: -1.49 -3.73 0.40

C26H69F6N3O14PRb as an isolated structure at a distorted geometry, computed with the ωB97M-V functional and the def2-TZVPD basis.

## Properties
LUMO energy: -0.0346 Eh
Frontier orbital gap: 7.560 eV
Charge: 0
F_max: 0.0535 hartree/bohr

Atoms and positions in Å:
Rb: 7.29 -27.22 -8.24
P: 10.57 -28.63 -7.34
F: 11.82 -27.70 -7.77
F: 9.83 -28.32 -8.76
F: 9.29 -29.56 -6.95
F: 11.28 -29.86 -8.11
F: 9.91 -27.32 -6.70
F: 11.23 -29.02 -5.94
O: 12.52 -22.69 -4.60
O: 13.43 -25.14 -3.41
O: 13.12 -24.82 -11.02
O: 13.38 -28.82 -12.67
O: 14.54 -34.19 -10.64
O: 13.30 -27.54 -2.13
O: 15.08 -30.66 -7.68
O: 14.89 -26.62 -9.61
O: 15.71 -30.23 -5.16
O: 5.46 -26.24 -12.56
O: 13.30 -34.40 -4.85
O: 5.70 -29.73 -7.61
O: 11.12 -32.02 -5.02
O: 7.96 -26.21 -3.09
N: 13.37 -31.51 -10.59
N: 10.42 -27.98 -2.70
N: 4.92 -28.57 -10.25
C: 12.47 -30.48 -11.14
C: 13.14 -23.76 -5.33
C: 5.99 -27.50 -12.26
C: 14.44 -29.52 -7.09
C: 12.92 -25.11 -4.71
C: 13.60 -33.76 -9.67
C: 15.31 -35.31 -10.27
C: 13.33 -33.07 -5.30
C: 15.33 -29.08 -5.93
C: 11.25 -28.96 -2.04
C: 4.77 -29.97 -9.78
C: 13.55 -27.49 -13.06
C: 13.15 -29.13 -11.26
C: 14.46 -25.33 -9.12
C: 6.81 -25.56 -3.56
C: 4.55 -30.15 -8.30
C: 12.44 -32.11 -4.55
C: 4.99 -25.49 -11.45
C: 12.70 -28.79 -2.51
C: 9.02 -28.26 -2.46
C: 4.99 -28.51 -11.71
C: 13.03 -25.10 -9.64
C: 13.62 -27.51 -0.75
C: 8.07 -27.58 -3.42
C: 6.07 -30.42 -6.43
C: 12.66 -32.74 -10.36
H: 14.81 -26.56 -10.57
H: 15.85 -30.92 -5.83
H: 14.55 -31.01 -8.42
H: 14.06 -33.32 -8.77
H: 5.64 -30.55 -10.09
H: 16.38 -35.11 -10.26
H: 13.21 -34.42 -3.90
H: 4.18 -28.00 -9.86
H: 5.93 -26.18 -3.34
H: 14.20 -29.27 -10.96
H: 11.09 -31.73 -5.94
H: 5.19 -30.67 -5.84
H: 7.08 -28.04 -3.40
H: 8.59 -27.67 -4.39
H: 12.61 -26.94 -12.99
H: 14.34 -28.76 -7.86
H: 8.80 -29.34 -2.54
H: 11.58 -30.50 -10.51
H: 12.83 -28.92 -3.58
H: 14.99 -36.13 -10.93
H: 12.83 -23.69 -6.37
H: 12.25 -22.08 -5.29
H: 4.00 -25.92 -11.22
H: 8.78 -28.02 -1.42
H: 5.06 -29.49 -12.19
H: 11.21 -29.01 -0.96
H: 13.34 -29.59 -2.11
H: 12.35 -32.49 -3.53
H: 13.16 -26.01 -2.97
H: 13.02 -34.61 -9.28
H: 6.78 -29.84 -5.84
H: 12.53 -24.26 -9.14
H: 12.52 -26.01 -9.33
H: 16.26 -28.62 -6.27
H: 13.32 -33.02 -6.39
H: 13.94 -28.50 -0.42
H: 12.78 -27.11 -0.18
H: 14.73 -28.39 -5.33
H: 6.80 -25.40 -4.66
H: 14.36 -32.68 -5.17
H: 10.96 -29.93 -2.48
H: 4.86 -24.49 -11.85
H: 12.74 -28.26 -10.75
H: 5.57 -25.55 -10.52
H: 6.89 -27.39 -11.63
H: 13.47 -29.78 -6.67
H: 11.81 -32.70 -9.69
H: 12.95 -31.15 -4.46
H: 12.41 -33.33 -11.26
H: 12.29 -24.64 -11.46
H: 11.83 -25.28 -4.81
H: 13.32 -25.91 -5.35
H: 4.01 -28.20 -12.13
H: 6.74 -24.61 -3.05
H: 6.40 -27.94 -13.18
H: 10.66 -28.01 -3.69
H: 14.01 -27.56 -14.04
H: 12.16 -30.71 -12.17
H: 3.66 -29.70 -7.85
H: 6.58 -31.33 -6.76
H: 15.03 -35.73 -9.29
H: 4.40 -31.24 -8.15
H: 15.10 -24.52 -9.49
H: 14.19 -31.62 -11.18
H: 14.23 -23.59 -5.30
H: 14.24 -26.96 -12.39
H: 14.48 -26.86 -0.58
H: 3.95 -30.42 -10.37
H: 14.47 -25.45 -8.05

Number 1: DFT total energy -54454.97175 eV. Number 2: DFT total energy -217845.80607 eV. Number 3: DFT total energy -98888.79940 eV. Number 4: DFT total energy -87465.45082 eV.